Molecular formula: C25H57N2O3
Method: DFT, ωB97M-V/def2-TZVPD

Summary:
* Kohn-Sham gap: 8.32 eV
* ΔE to the lowest compared entry with this formula, charge and spin: 1.368 eV
* charge: +1

XYZ file:
```
87
Properties=species:S:1:pos:R:3:forces:R:3:mulliken_charge:R:1
H 2.4168 1.3003 -2.0894 -0.086 -0.189 -0.266 0.571
C -0.6380 -1.6050 -6.7024 -0.103 0.100 0.061 -1.022
H 0.3192 2.4271 -1.1321 -0.174 -0.269 0.039 -0.032
C 0.6734 4.3752 0.6085 0.054 0.351 0.198 -0.568
H 1.5486 1.4733 0.4324 -0.245 0.135 0.358 -0.185
H -2.7101 2.1464 -0.4167 -0.061 -0.431 -0.063 0.375
H 0.8782 -2.0022 -5.2416 -0.003 0.052 0.086 0.323
H -0.2751 -2.3407 2.6998 0.118 0.022 0.047 0.199
C 2.8571 -0.4789 1.4689 0.774 0.238 -0.252 -0.779
O 1.1873 -3.6057 3.2260 0.068 0.203 0.093 -0.418
C 1.8598 -5.5360 1.8481 -0.062 0.118 -0.065 -1.001
H 2.2604 4.7048 -0.8301 0.301 0.010 0.101 0.530
H -4.8149 0.1094 2.1764 -0.240 0.001 0.061 0.513
H 2.5324 -4.9180 1.2512 0.022 -0.013 0.012 0.227
H 1.2298 5.1271 1.1608 0.083 0.068 0.271 0.372
H 3.7508 -1.5754 3.0670 -0.162 -0.134 0.109 0.346
H -0.2813 -0.6006 -6.9339 0.028 -0.013 -0.013 0.286
C 4.0243 -1.2898 2.0523 -0.521 0.341 0.274 -0.696
H 6.2188 1.2989 2.7861 0.132 0.177 0.053 0.428
C -2.1416 2.6443 0.3628 -0.180 1.096 -0.515 0.810
C 1.2417 4.3383 -0.8076 -0.508 -0.367 -0.372 -1.026
H -2.4148 -2.7054 -2.9284 0.002 -0.009 -0.002 0.261
C 5.3555 -0.5288 2.1305 -0.496 -0.063 -0.097 -0.551
C -2.0499 -0.9684 -4.1568 -0.080 -0.034 -0.096 -0.065
O -5.1475 2.4493 0.6661 -0.425 0.294 -0.173 -0.450
H -1.2934 3.8727 -1.1960 0.198 -0.070 -0.242 0.488
H 5.9549 -0.9794 2.9114 0.270 -0.367 -0.010 0.412
H 2.6135 0.3189 2.1657 -0.036 0.156 0.223 0.213
H -2.4179 2.4944 2.4830 -0.059 -0.099 0.302 0.376
H -1.0965 4.7015 1.7489 -0.234 0.003 0.130 0.387
C -2.9764 2.8455 1.6226 0.866 -0.533 0.007 -1.556
H -0.2269 -2.2990 -7.4352 0.029 0.000 0.009 0.391
H 3.2704 2.7630 -1.6122 0.223 -0.106 -0.233 0.326
H 4.5905 1.0702 3.3575 -0.284 0.182 0.097 0.292
H -2.2355 0.0103 -1.0294 0.254 0.094 -0.062 -0.146
C -1.7364 4.0053 -0.2205 -0.238 0.139 0.566 -1.310
H -0.0115 -3.6361 1.5454 -0.055 -0.048 -0.004 0.337
C 1.1672 2.9787 -1.5340 -0.064 0.254 0.123 -0.142
H -0.8884 5.8327 0.4484 0.035 0.245 -0.049 0.376
C -3.9877 0.5357 1.6181 -0.959 -0.302 -0.073 -0.959
H -1.0519 -5.2652 3.2017 -0.030 -0.005 -0.063 0.295
H 4.2135 0.1868 -0.1209 0.229 0.040 0.014 0.303
H 3.1132 2.2706 0.6676 -0.005 0.134 0.304 0.268
H 2.6818 -0.4041 -0.6859 -0.033 -0.232 -0.211 0.584
H 0.9215 3.1548 -2.5774 0.169 -0.009 -0.271 0.343
H 0.6701 5.0472 -1.4033 -0.036 0.300 -0.074 0.465
C -0.8033 4.7812 0.7020 0.477 -0.015 -0.407 -0.972
H 5.8779 -0.6464 1.1887 0.333 0.072 -0.155 0.357
C -0.2096 -2.0113 -5.3032 0.014 -0.105 -0.139 -0.347
H 4.1222 -2.2163 1.4969 0.237 -0.209 -0.147 0.187
H -2.6263 4.6105 -0.3852 -0.309 -0.035 -0.025 0.471
N -4.2348 2.0378 1.6202 0.769 -0.191 0.494 0.485
H -4.6972 2.2362 2.5084 -0.232 0.123 -0.143 0.433
H 2.6452 -4.8852 3.7321 -0.018 0.091 0.029 0.361
C 5.2340 0.9451 2.4945 0.573 -0.309 0.123 -0.972
H -1.7228 -1.6075 -6.8176 0.003 -0.070 -0.020 0.263
C -2.8013 -2.2514 -3.8431 0.054 -0.040 0.028 -1.133
H 1.0399 -5.5773 3.8510 -0.032 -0.005 -0.037 0.335
H -3.8629 -2.0403 -3.7065 0.005 0.018 0.015 0.389
H -2.1842 -0.2621 -3.3347 0.053 0.038 -0.015 -0.030
C -3.9841 -0.1036 0.2367 0.857 0.069 -0.424 0.666
H 2.2851 -6.5364 1.9262 0.016 0.003 0.018 0.405
H -2.1502 -3.9586 2.7739 0.004 0.011 -0.001 0.366
H -1.2868 -3.9290 4.3240 -0.009 0.013 -0.005 0.361
C 2.5589 1.5786 0.0454 -0.158 -0.484 -0.980 0.353
H 0.9160 -5.6181 1.3071 -0.009 -0.076 0.029 0.261
N -5.0167 -0.2488 -0.4722 -0.455 0.272 0.420 -0.536
C -0.0695 -3.4112 2.6176 -0.095 -0.065 -0.115 -0.052
H -2.7097 -2.9888 -4.6400 -0.036 0.033 -0.042 0.376
C 1.6786 -4.9380 3.2322 0.040 -0.150 -0.025 -0.347
H 0.8267 3.4463 1.1473 0.158 -0.310 -0.039 0.327
H -3.2044 3.8826 1.8135 -0.508 0.266 -0.157 0.528
H -2.8630 -1.6012 -0.6791 0.113 -0.186 -0.352 0.341
C 2.4171 2.1241 -1.3887 0.082 0.487 0.682 -1.416
C 3.1517 0.1744 0.1026 -0.231 0.075 0.355 -0.805
H -5.8360 0.1216 0.0188 -0.077 -0.109 -0.283 0.287
C -2.6599 -0.6241 -0.2636 -0.612 -0.388 0.618 -0.480
H -1.2359 2.0885 0.5627 0.036 -0.452 0.095 -0.216
H -4.6886 2.4915 -0.1947 0.047 -0.165 0.218 0.455
O -0.6513 -1.1273 -4.2836 0.099 0.093 0.185 -0.343
H 1.9618 -1.0851 1.3817 -0.150 -0.282 0.090 0.477
C -1.2037 -4.1881 3.2676 0.050 -0.035 0.056 -1.313
H -1.9988 -0.7691 0.5849 0.458 0.139 -0.143 0.207
H -0.5266 -3.0363 -5.0833 -0.055 0.008 -0.016 0.301
H -3.0963 0.3216 2.1858 0.394 0.289 0.048 0.379
H -2.4648 -0.4877 -5.0496 -0.028 -0.047 -0.019 0.325
H 4.9185 1.5653 1.6694 -0.336 0.171 -0.144 0.073
```
Forces are in eV/Å.


Molecular formula: C25H58B2MgO11S4
Method: DFT, ωB97M-V/def2-TZVPD

Summary:
* Kohn-Sham gap: 9.29 eV
* ΔE to the lowest compared entry with this formula, charge and spin: 3.387 eV

XYZ file:
```
101
Properties=species:S:1:pos:R:3:forces:R:3:mulliken_charge:R:1
Mg -0.0955 -1.4531 1.1231 1.783 -1.558 -0.703 -0.108
H -1.6306 -0.0866 4.1993 0.410 -0.063 -0.134 -0.051
C 1.4456 -4.6485 -3.4515 0.774 -0.206 -0.248 -1.004
H -0.9461 2.1732 2.6954 0.161 -0.674 -0.107 -0.664
H 1.2617 -4.8793 -4.5008 -0.502 0.544 -0.048 0.451
H -6.1642 -2.0141 0.4707 -0.156 0.156 0.902 0.321
O 4.2088 -2.0617 2.6214 -0.774 1.524 -0.767 -0.763
C -1.1873 1.9379 4.8008 -0.133 1.102 1.621 0.591
H 1.4800 -0.9683 4.4277 -0.051 0.101 0.276 -0.291
C 2.3895 2.0816 -1.8366 1.528 -0.663 -0.425 -0.355
H -4.0511 -3.8802 0.3484 0.080 0.368 0.335 0.519
H 3.5962 -4.1402 -3.7751 -0.147 -0.248 0.003 0.439
H 3.8171 0.1435 -4.2352 -0.134 -0.013 0.021 0.349
H -0.1737 -0.4207 -0.2550 0.698 -1.971 -3.356 0.144
H -1.4983 3.6020 -0.1505 -0.038 0.366 -0.685 0.134
C -3.9746 4.7947 -1.5024 0.112 -0.448 0.181 -1.108
B -0.3681 0.3814 0.4399 -0.109 2.292 -0.871 1.446
H -2.9198 0.5295 -0.1164 0.114 -0.388 -0.171 -0.434
H -3.2369 4.6373 -2.2892 0.245 0.767 -0.040 0.200
C -1.3564 0.4833 5.0870 -0.584 -0.794 -0.445 -0.447
H 2.9903 1.2194 2.1304 -0.180 0.020 0.133 0.090
H -0.4397 0.0684 5.5060 0.188 -0.016 -0.207 0.135
H 2.9766 0.1187 6.2047 -0.021 -0.151 -0.028 0.390
H -0.5021 -0.5101 -4.0720 -0.171 -0.011 -0.279 -0.026
H -2.5183 2.6576 -3.3712 -0.030 0.128 0.444 0.287
H -4.1933 -0.0813 -1.2270 0.132 0.223 -0.176 0.549
O 3.7069 0.0329 -0.8529 0.101 -1.160 0.755 -0.776
O 1.9364 -1.3137 1.8368 1.358 0.498 -0.144 -1.193
C 2.9211 -3.6462 -1.7770 -1.055 0.869 0.851 -0.605
H -0.2656 -2.5534 3.9196 1.518 -1.369 3.306 -0.215
O 1.8230 -0.4601 -2.5413 1.788 0.739 0.735 -0.538
H 1.3746 1.9619 -1.4574 -0.208 0.583 -0.479 -0.219
H 2.4946 -2.7724 -3.6844 0.094 0.127 0.051 0.045
H -0.6284 -4.5532 -2.4926 0.197 0.151 0.030 0.557
H 4.6383 0.7931 2.4547 0.086 -0.325 0.249 0.526
H 1.8321 -5.6018 -3.0911 -0.878 -0.380 0.601 0.325
H -0.3557 -2.8456 2.1458 0.925 -3.232 -2.301 -0.100
B -0.6245 -2.1982 2.9661 -0.459 -0.597 1.677 2.232
H 0.5320 1.8446 3.6371 0.098 0.176 -0.445 -0.707
S 3.0952 -1.1083 2.6874 0.337 -1.245 3.226 0.811
H -2.3622 4.7292 0.8485 0.052 -0.253 0.569 0.489
H 2.4679 1.6508 4.3528 -0.114 -0.200 0.231 0.004
C -3.6887 3.7148 -0.5084 1.720 0.265 0.897 0.765
H 4.3702 2.2920 -4.7215 -0.573 0.314 -0.104 0.346
H -4.8154 -2.8857 -0.9180 -0.196 -0.752 -0.146 0.475
H 1.9542 2.4376 -3.8396 0.312 0.198 -0.729 0.203
H -3.9455 5.7495 -0.9774 0.211 0.232 -0.579 0.408
H 3.0313 2.5972 -1.1222 -0.110 -0.613 0.579 0.353
H -4.9524 -2.2797 1.9037 -1.233 0.268 0.267 0.271
C -3.6674 -0.2452 -0.2865 0.143 -1.027 -1.891 0.090
O -4.4406 2.8024 -0.4032 -1.490 -1.892 0.188 -0.507
C -2.4291 3.7380 0.4002 -0.029 0.261 -1.203 -0.700
H -2.3491 2.8556 1.0351 -0.773 0.415 0.479 -0.034
H 0.5552 0.5406 0.9751 3.352 0.927 2.055 -0.444
C 3.3922 -0.1535 5.2345 -0.370 0.361 -1.088 -0.752
O 1.1402 -5.0425 -0.2089 0.238 1.195 -0.950 -0.775
C 3.4218 1.1250 4.3115 -0.331 -0.788 -0.052 -0.254
H -1.1136 -0.0064 1.1167 -3.143 -0.090 2.479 0.168
H 2.7687 3.8013 -3.0555 0.029 -0.002 -0.288 0.445
H 4.4078 -0.5234 5.3755 -0.001 -0.034 0.037 0.344
O -1.5654 2.7526 5.6253 -0.180 -0.051 -0.312 -0.628
H 3.4698 -4.4300 -1.2547 0.140 0.031 -0.329 0.558
H -5.4066 0.3242 0.8310 0.049 -0.127 -0.077 0.483
C -0.4073 2.3973 3.6161 -0.395 -0.124 -0.794 0.894
H 2.6442 -2.2434 4.8284 0.172 0.126 -0.180 0.550
C 0.2899 -3.9845 -2.6394 2.251 -0.475 0.814 -0.153
H 4.9689 2.7494 -3.2012 -0.083 -0.205 0.525 0.308
H -1.6946 -2.0683 3.0134 -4.057 0.367 0.027 -0.426
C 3.6254 0.6966 2.8455 -0.090 -0.589 -0.804 -0.485
H -3.9849 -0.2532 1.7054 -0.444 -0.079 0.483 0.101
S 1.2079 -3.7965 -0.9716 -0.869 -0.323 -0.524 0.896
H 5.1296 0.2803 -3.0835 -0.129 0.102 0.265 0.459
C 2.5405 -1.2100 4.4975 0.264 0.805 -1.136 -0.165
C -5.1701 -1.9041 0.9038 1.811 -0.340 0.013 -0.648
H -2.2929 -0.3417 -4.1798 0.057 -0.701 0.339 0.449
H -0.7704 2.7486 -3.0286 -0.130 -0.051 0.270 0.176
H -1.4638 3.5995 -4.4192 0.080 -0.339 -0.328 0.397
H 0.1561 -2.9638 -2.9976 -0.371 -0.050 0.088 -0.117
O -1.2072 1.4337 -5.7348 0.136 -0.460 -2.314 -0.600
C -4.6165 -0.4267 0.8341 0.082 -0.765 1.123 -0.598
C 4.1600 0.6948 -3.3596 -0.185 -0.593 -0.243 -0.870
O -2.6573 -2.1283 -2.0297 -0.287 -0.166 2.093 -0.750
H -0.3009 3.4797 3.5445 0.320 -0.066 0.693 0.446
C 2.7020 -3.7628 -3.2791 -0.802 0.108 0.179 -0.270
H -0.6608 1.2469 -0.1342 -1.229 3.187 -1.879 -0.833
C 4.1477 2.1977 -3.6587 0.048 -0.482 0.193 -0.735
H -0.1959 -1.2255 2.7805 1.356 3.715 0.740 -0.546
C -1.3711 1.4019 -4.5617 1.011 0.385 1.926 0.354
H -2.1445 0.2697 5.8091 0.057 0.518 0.147 0.399
O 0.7425 -2.5775 -0.2875 1.303 -1.566 -1.417 0.092
O -1.7682 -2.0710 0.3576 -2.529 -1.103 -1.733 -1.024
H -1.3759 0.1084 -2.6963 -0.207 0.415 -0.114 -0.286
C -4.3033 -2.8644 0.0440 -0.159 1.258 -2.072 -0.963
H 4.1518 1.8617 4.6466 0.252 -0.241 -0.149 0.375
C 2.7856 2.7203 -3.1938 -1.727 0.104 0.322 -0.517
S -2.8931 -1.9281 -0.5867 1.041 1.482 0.355 0.936
H 3.2860 -2.6446 -1.5492 0.083 -0.195 0.500 0.057
H -4.9475 4.5774 -1.9433 -0.020 0.253 0.186 0.311
S 2.9489 0.3435 -2.0269 -0.771 1.569 -1.085 1.329
C -1.5234 2.6943 -3.8149 -0.397 0.143 0.586 -0.851
C -1.3701 0.0841 -3.7860 -0.242 0.519 -0.468 0.060
```
Forces are in eV/Å.